[1]
H22O11 | ωB97M-V with the def2-TZVPD basis set

Atoms and positions in Å:
O 3.33903 0.05118 -0.54585
O 0.54903 0.13418 0.28115
O 2.54103 -0.44182 2.48515
O -3.36697 -1.25482 -1.65085
O -2.20797 3.82118 -0.70085
O 1.51203 3.88018 1.21015
O -0.72097 -1.77882 -1.74285
O 0.55303 0.81818 -2.36885
O -2.30897 1.20018 0.21715
O 1.39303 -3.30582 1.53715
O -1.36497 -1.64682 1.13215
H 2.18603 -0.27482 1.62815
H -1.05597 -1.63182 2.02615
H -3.86997 -1.34682 -0.81785
H 0.81103 0.09318 -2.92785
H -1.48997 4.11818 -1.24585
H 2.17503 -3.67582 1.92615
H -2.86697 1.27018 1.00615
H 4.23503 -0.04382 -0.88185
H 2.09203 0.16018 3.11315
H -2.44897 -1.54082 -1.45785
H 0.98303 4.59118 0.85815
H -0.05097 0.85718 0.20115
H -1.23197 -2.53782 0.74015
H -2.11997 0.29618 0.32515
H 1.72803 -2.68582 0.88215
H -0.24097 -2.46682 -1.37185
H -1.09697 -2.17182 -2.54085
H -2.09897 2.90018 -0.45885
H 0.70903 3.37218 1.36015
H 2.87803 -0.81482 -0.66485
H 0.84803 0.60418 -1.49185
H 0.00903 -0.54882 -0.06085

Computed properties:
Multiplicity   1
Molar mass   198.2 g mol⁻¹
LUMO energy   -0.0162 Eh
Energy relative to the best compared isomer or geometry (same formula, charge and spin)   60.6 kcal/mol
Structure (SMILES)   O.O.O.O.O.O.O.O.O.O.O
HOMO energy   -10.733 eV
E   -22878.8873 eV

Want to see where the charge sits? The natural (NBO) charges in e are: number 1, O, carries -0.93; number 2, O, carries -0.96; number 3, O, carries -0.96; number 4, O, carries -0.96; number 5, O, carries -0.97; number 6, O, carries -0.91; number 7, O, carries -0.94; number 8, O, carries -0.96; number 9, O, carries -0.95; number 10, O, carries -0.94; number 11, O, carries -0.98; number 12, H, carries 0.49; number 13, H, carries 0.50; number 14, H, carries 0.47; number 15, H, carries 0.46; number 16, H, carries 0.47; number 17, H, carries 0.48; number 18, H, carries 0.48; number 19, H, carries 0.48; number 20, H, carries 0.47; number 21, H, carries 0.47; number 22, H, carries 0.46; number 23, H, carries 0.49; number 24, H, carries 0.49; number 25, H, carries 0.49; number 26, H, carries 0.46; number 27, H, carries 0.47; number 28, H, carries 0.50; number 29, H, carries 0.49; number 30, H, carries 0.45; number 31, H, carries 0.46; number 32, H, carries 0.48; number 33, H, carries 0.48

=====

[2]
H22O11 | ωB97M-V with the def2-TZVPD basis set

Atoms and positions in Å:
O -0.49926 2.94283 1.75415
O -2.81446 -0.32372 -2.73915
O 2.72070 -0.26950 -1.99862
O 2.11172 2.22879 0.35697
O -2.18479 0.64839 2.11018
O 2.12002 -0.05946 2.04372
O -2.20305 -1.87027 -0.47128
O 0.21828 -3.11289 -1.81007
O -0.32379 -1.29753 2.42607
O -0.11862 1.47332 -2.77346
O 0.24309 -0.22029 -0.48367
H 2.74411 -1.07482 -2.51549
H 2.68964 2.60650 -0.30604
H 1.94748 0.80453 2.41786
H -3.43276 0.33983 -2.43314
H 1.90137 -0.32381 -1.50669
H 0.60404 -1.08231 2.33089
H -0.83580 0.91720 -2.46914
H 0.66432 0.29801 0.20200
H -2.64720 -0.86867 -1.97021
H -2.34387 -1.99535 0.46720
H -0.45889 -1.36444 3.37132
H 0.64106 1.18291 -2.26871
H -0.34032 -2.73110 -1.13299
H -0.45084 -0.69912 -0.03044
H -1.55016 1.35894 2.01759
H 0.94396 -3.50872 -1.32744
H -2.69380 -2.58073 -0.88438
H 2.99626 0.01347 1.66540
H -0.71478 3.14147 0.84293
H -1.65026 -0.13779 2.22171
H 0.44841 2.80811 1.75274
H 2.26826 2.75615 1.14032

Computed properties:
Multiplicity   2
Molar mass   198.2 g mol⁻¹
LUMO energy (spin up / spin down)   -0.1236 / -0.3953 Eh
Energy relative to the best compared isomer or geometry (same formula, charge and spin)   21.5 kcal/mol
Charge   +1
HOMO energy (spin up / spin down)   -14.513 / -13.638 eV
E   -22869.5177 eV

Want to see where the charge sits? The natural (NBO) charges in e are: number 1, O, carries -0.93; number 2, O, carries -0.94; number 3, O, carries -0.87; number 4, O, carries -0.97; number 5, O, carries -0.88; number 6, O, carries -0.96; number 7, O, carries -0.99; number 8, O, carries -0.94; number 9, O, carries -0.99; number 10, O, carries -0.41; number 11, O, carries -0.92; number 12, H, carries 0.49; number 13, H, carries 0.50; number 14, H, carries 0.48; number 15, H, carries 0.48; number 16, H, carries 0.48; number 17, H, carries 0.51; number 18, H, carries 0.52; number 19, H, carries 0.51; number 20, H, carries 0.49; number 21, H, carries 0.51; number 22, H, carries 0.49; number 23, H, carries 0.50; number 24, H, carries 0.47; number 25, H, carries 0.52; number 26, H, carries 0.48; number 27, H, carries 0.47; number 28, H, carries 0.50; number 29, H, carries 0.50; number 30, H, carries 0.48; number 31, H, carries 0.48; number 32, H, carries 0.46; number 33, H, carries 0.47

=====

[3]
H22O11Xe | ωB97M-V with the def2-TZVPD basis set

Atoms and positions in Å:
Xe 0.18087 0.31183 -1.04153
O -2.09788 -1.79343 -1.93338
O 3.09802 1.60965 -0.33494
O -1.69178 0.74228 2.10172
O 2.75820 -0.02457 2.17124
O -2.98540 1.11826 -0.32530
O 0.82159 1.96310 2.37049
O -0.49524 -1.04203 -4.50414
O -0.01275 4.38179 -0.57955
O -0.03220 -3.55871 -1.04254
O 2.76996 -2.34622 0.80579
O -1.59453 -1.88900 1.22320
H -2.26952 -1.45960 -1.05285
H -2.42552 1.36096 -1.06278
H -0.75404 4.15711 -1.14192
H -1.25292 -0.99463 -5.08715
H 2.66684 -1.52792 1.29158
H 3.15338 1.17411 -1.18551
H 0.34160 -4.20230 -0.44062
H -0.07489 1.65568 2.23607
H 0.72183 2.81902 2.78724
H -1.27706 -2.27882 -1.85023
H 2.09684 0.66423 2.23755
H -3.87678 1.26121 -0.64349
H -0.08662 -4.01745 -1.88089
H -0.13604 5.30964 -0.37926
H 3.56332 0.38442 2.48863
H -1.37276 -1.07243 1.67070
H -0.65862 -0.36931 -3.84309
H -2.28292 0.98989 2.81269
H -0.87870 -2.48522 1.44305
H -2.18768 0.92331 1.30326
H 2.69141 0.96170 0.24045
H 3.58006 -2.72650 1.14543

Computed properties:
Multiplicity   1
Molar mass   329.5 g mol⁻¹
LUMO energy   0.0000 Eh
Energy relative to the best compared isomer or geometry (same formula, charge and spin)   15.6 kcal/mol
HOMO energy   -9.937 eV
E   -31842.2708 eV

Want to see where the charge sits? The natural (NBO) charges in e are: number 1, Xe, carries 0.01; number 2, O, carries -0.98; number 3, O, carries -0.95; number 4, O, carries -0.98; number 5, O, carries -0.99; number 6, O, carries -0.96; number 7, O, carries -0.98; number 8, O, carries -0.94; number 9, O, carries -0.93; number 10, O, carries -0.95; number 11, O, carries -0.97; number 12, O, carries -0.97; number 13, H, carries 0.48; number 14, H, carries 0.49; number 15, H, carries 0.46; number 16, H, carries 0.47; number 17, H, carries 0.49; number 18, H, carries 0.46; number 19, H, carries 0.48; number 20, H, carries 0.50; number 21, H, carries 0.48; number 22, H, carries 0.49; number 23, H, carries 0.51; number 24, H, carries 0.49; number 25, H, carries 0.47; number 26, H, carries 0.47; number 27, H, carries 0.48; number 28, H, carries 0.49; number 29, H, carries 0.47; number 30, H, carries 0.48; number 31, H, carries 0.47; number 32, H, carries 0.51; number 33, H, carries 0.48; number 34, H, carries 0.46